i | {
  "formula": "H10LiO5",
  "method": "ωB97M-V/def2-TZVPD",
  "elements": ["O", "O", "O", "O", "O", "Li", "H", "H", "H", "H", "H", "H", "H", "H", "H", "H"],
  "coordinates": [[-42.26301, -12.89036, 7.31970], [-39.40265, -13.43075, 6.41189], [-39.26049, -15.95306, 8.23293], [-42.02213, -16.01536, 7.81102], [-40.27397, -13.01632, 9.41036], [-40.76028, -14.34901, 7.81631], [-40.05631, -16.33470, 8.14641], [-38.56259, -13.72895, 6.33262], [-41.00983, -12.47661, 9.58995], [-42.67040, -13.15978, 6.52915], [-41.91540, -12.06010, 7.09305], [-42.68343, -16.24620, 8.43652], [-42.59697, -16.24194, 7.01737], [-39.60875, -12.96040, 5.46571], [-40.04171, -13.48163, 10.32686], [-38.99937, -16.31896, 7.27070]],
  "charge": 1,
  "e_lumo_ev": -3.620,
  "orbital_gap_ev": 12.185
}

ii | {
  "formula": "H10LiO5",
  "method": "ωB97M-V/def2-TZVPD",
  "elements": ["O", "O", "O", "O", "O", "Li", "H", "H", "H", "H", "H", "H", "H", "H", "H", "H"],
  "coordinates": [[4.04811, 21.16132, 26.80396], [6.69299, 20.85971, 25.01194], [4.78801, 18.34057, 25.41377], [4.98991, 18.64918, 28.34719], [7.55145, 19.39644, 27.29628], [5.60985, 19.74346, 26.64810], [4.97303, 17.71043, 28.47643], [6.60533, 21.79530, 24.94913], [7.26536, 20.63299, 24.32107], [3.19317, 20.85614, 27.01968], [4.53476, 19.12118, 28.97758], [4.02353, 18.73131, 24.92405], [3.93143, 21.80037, 26.12477], [5.50089, 18.21540, 24.70627], [7.55090, 18.69161, 26.62878], [8.36264, 19.89154, 27.14527]],
  "charge": 1,
  "e_lumo_ev": -3.520,
  "orbital_gap_ev": 12.148
}

Which of them is most stable, and which least? Most stable: ii; least stable: i.

i | {
  "formula": "C3H2O2",
  "method": "ωB97M-V/def2-TZVPD",
  "elements": ["O", "O", "C", "C", "C", "H", "H"],
  "coordinates": [[2.13193, -0.25268, -0.04302], [-1.64839, 0.45937, -0.20406], [1.14056, 0.31337, -0.35221], [-0.99982, -0.41385, 0.53803], [-0.51544, 0.78859, 0.89616], [0.68273, 0.56595, -1.29185], [-0.79157, -1.46074, 0.45696]],
  "e_lumo_ev": [-0.615, -0.615],
  "orbital_gap_ev": [8.218, 8.217]
}

ii | {
  "formula": "C3H2O2",
  "method": "ωB97M-V/def2-TZVPD",
  "elements": ["O", "O", "C", "C", "C", "H", "H"],
  "coordinates": [[0.99747, -1.08612, 0.00132], [2.49769, 0.77210, 0.00105], [1.51886, 0.12982, -0.00122], [-1.30287, 0.04449, -0.00319], [-0.00323, -0.02686, 0.00065], [-1.78591, 1.00474, 0.00572], [-1.92201, -0.83817, -0.00433]],
  "e_lumo_ev": 0.848,
  "orbital_gap_ev": 11.525,
  "smiles": "C=C1OC1=O"
}

Which of them is most stable, and which least? Most stable: ii; least stable: i.

i | {
  "formula": "C9H10N",
  "method": "ωB97M-V/def2-TZVPD",
  "elements": ["N", "C", "C", "C", "C", "C", "C", "C", "C", "C", "H", "H", "H", "H", "H", "H", "H", "H", "H", "H"],
  "coordinates": [[0.17277, 0.72316, -0.53908], [-1.81690, -1.14188, -1.05683], [-3.21826, -2.39711, 1.06170], [-1.30048, -1.14085, 0.25675], [-0.07297, -0.43457, 0.47467], [1.47838, 1.31292, -0.21142], [-2.85080, -1.82049, -1.17637], [-1.99962, -1.72836, 1.27824], [0.04020, 0.39219, -1.89813], [-3.52245, -2.43124, -0.26668], [0.10401, -0.12336, 1.45356], [2.14636, 0.61514, 0.33689], [0.71703, -0.36476, -2.32883], [-1.50862, -1.52887, 2.30891], [-0.40548, 1.13648, -2.57806], [0.67026, -1.07030, 0.09145], [-3.82586, -2.86721, 1.82337], [1.92782, 1.55147, -1.15320], [-0.57220, 1.48881, -0.20690], [1.65134, 2.20818, 0.46060]],
  "charge": 1,
  "e_lumo_ev": [-4.903, -4.615],
  "orbital_gap_ev": [7.810, 8.520]
}

ii | {
  "formula": "C9H10N",
  "method": "ωB97M-V/def2-TZVPD",
  "elements": ["N", "C", "C", "C", "C", "C", "C", "C", "C", "C", "H", "H", "H", "H", "H", "H", "H", "H", "H", "H"],
  "coordinates": [[0.12162, -0.25072, -0.08356], [1.50088, -0.23385, -0.21161], [-1.69994, -1.74874, 0.20769], [-0.38122, -1.45860, -0.06147], [-0.71606, 0.83647, 0.19130], [-2.06387, 0.60687, 0.31898], [-2.56696, -0.70778, 0.42402], [2.62419, -1.07810, -0.55110], [-0.24859, 2.27098, 0.09225], [2.61221, 0.43851, -0.21688], [2.63559, -1.49033, -1.55729], [-2.63433, 1.51261, 0.47011], [0.59124, 2.41149, -0.58696], [0.32387, 2.51343, 1.05335], [-3.65407, -0.95470, 0.57734], [-2.09398, -2.71463, 0.27527], [0.32358, -2.22377, -0.32638], [3.07733, -1.81526, 0.03040], [3.29197, 1.19224, 0.04436], [-1.04347, 2.89387, -0.08983]],
  "charge": 1,
  "e_lumo_ev": -4.813,
  "orbital_gap_ev": 8.632,
  "smiles": "Cc1cccc[n+]1C1=CC1"
}

Which of them is most stable, and which least? Most stable: ii; least stable: i.

i | {
  "formula": "C16H20B2F20O8Sn2",
  "method": "ωB97M-V/def2-TZVPD",
  "elements": ["Sn", "Sn", "F", "F", "F", "F", "F", "F", "F", "F", "F", "F", "F", "F", "F", "F", "F", "F", "F", "F", "F", "F", "O", "O", "O", "O", "O", "O", "O", "O", "C", "C", "C", "C", "C", "C", "C", "C", "C", "C", "C", "C", "C", "C", "C", "C", "B", "B", "H", "H", "H", "H", "H", "H", "H", "H", "H", "H", "H", "H", "H", "H", "H", "H", "H", "H", "H", "H"],
  "coordinates": [[1.51292, 3.71765, -1.74469], [-2.34775, 0.23800, -1.55093], [0.04758, 1.28844, 2.90972], [1.04128, -4.05540, -2.51670], [-0.65582, 0.30488, 4.71541], [-0.54759, 1.96317, -3.21861], [1.50589, 0.49033, -1.92383], [-2.20624, -4.72663, -2.89714], [4.31064, 6.38242, 2.95370], [1.58819, -2.31886, -1.36519], [-1.30125, 3.80256, -1.96200], [0.26486, -0.41165, -0.15219], [-0.99228, 3.90352, -4.20068], [-2.92986, -5.90318, -1.25071], [5.33676, 6.35328, 1.05083], [-0.07325, 1.67853, -0.87544], [3.19297, 6.66961, 1.12413], [-2.72654, 2.59906, -3.28769], [2.78528, -2.90189, -3.07702], [1.87612, 1.19608, 0.23766], [-4.06221, -4.16340, -1.92114], [0.30333, -0.85958, 3.16615], [-1.91270, -2.55213, -1.09793], [-0.44225, -1.59489, -3.24204], [4.67340, 3.85689, 2.46766], [3.31310, 4.00221, 0.70948], [1.22258, -1.82795, -4.71134], [-2.86436, -0.13950, 3.53266], [-1.64242, -4.29476, 0.27440], [-1.94937, 0.02530, 1.50293], [-0.88146, -3.54507, 1.22960], [-0.49845, 0.18168, 3.40761], [-1.86434, -0.04961, 2.70783], [4.69328, 2.39950, 2.44210], [-2.03149, -3.72395, -0.82196], [4.03127, 4.49380, 1.56521], [-1.34936, -3.89443, 2.63604], [-2.85488, -4.67734, -1.71624], [3.48306, 1.82101, 3.15335], [-5.14769, -0.20330, 4.19359], [0.65817, -1.99512, -3.55580], [4.20341, 6.01696, 1.68718], [0.55207, -1.08852, -5.74163], [-4.20290, -0.11384, 3.01664], [0.88500, 0.38290, -5.63785], [1.55004, -2.81188, -2.59356], [0.95465, 0.69037, -0.65338], [-1.42751, 3.07819, -3.18008], [-4.38619, -0.87005, 2.24625], [-0.99715, -2.47204, 1.05437], [2.60155, 2.11601, 2.58009], [4.60692, 2.14050, 1.38913], [-0.52363, -1.24033, -5.64140], [1.30143, 0.65680, -4.67132], [-5.19312, 0.74244, 4.72762], [-2.26518, -3.32838, 2.79869], [-1.37779, -4.95857, 2.84446], [3.54946, 0.73971, 3.23316], [0.81254, -1.51787, -6.70323], [1.61153, 0.70554, -6.39182], [0.06714, 1.05178, -5.91398], [-0.59830, -3.49537, 3.32294], [-4.40456, 0.78981, 2.42780], [3.31161, 2.24128, 4.14531], [-4.86065, -0.99808, 4.87881], [-6.14250, -0.44620, 3.81885], [5.60963, 2.09596, 2.93266], [0.20338, -3.63640, 1.13347]],
  "charge": 2,
  "e_lumo_ev": -9.464,
  "orbital_gap_ev": 6.822
}

ii | {
  "formula": "C16H20B2F20O8Sn2",
  "method": "ωB97M-V/def2-TZVPD",
  "elements": ["Sn", "Sn", "F", "F", "F", "F", "F", "F", "F", "F", "F", "F", "F", "F", "F", "F", "F", "F", "F", "F", "F", "F", "O", "O", "O", "O", "O", "O", "O", "O", "C", "C", "C", "C", "C", "C", "C", "C", "C", "C", "C", "C", "C", "C", "C", "C", "B", "B", "H", "H", "H", "H", "H", "H", "H", "H", "H", "H", "H", "H", "H", "H", "H", "H", "H", "H", "H", "H"],
  "coordinates": [[-1.98470, 3.22161, 0.79284], [1.40150, 2.39371, -1.83640], [-5.06005, 0.16507, 2.46217], [0.57311, 0.60242, -0.90143], [4.15073, -2.39989, 2.48359], [0.47945, 5.96761, 3.16762], [0.03275, 4.79003, 4.86908], [-1.04276, 0.61109, 0.82570], [2.61788, -3.75239, 3.04310], [-1.31842, 1.89455, -1.02949], [2.08801, 4.84412, 4.17813], [4.14777, -4.27948, 1.53563], [-0.34994, 3.87901, -0.92246], [-0.92424, -0.72399, -1.72254], [-6.17564, -0.11156, 0.60026], [1.13103, -0.93823, -1.14293], [1.74390, 4.03227, -0.15007], [-5.71905, 1.94431, 1.37426], [0.40324, 5.84155, -0.41101], [-0.00838, 4.26687, 1.20942], [0.20851, 2.37427, 0.45934], [0.48508, 0.53988, -2.56811], [1.27728, -2.78597, -3.06948], [-0.81114, 3.37227, 2.62846], [-3.77049, -0.13951, -0.55284], [2.95611, -2.35099, -0.21319], [-3.03547, 1.55899, 0.83210], [1.42368, 2.86160, 2.73290], [1.18654, -2.38879, 1.26474], [-0.01738, -1.42324, -4.44396], [0.33716, -0.70977, -2.13136], [-1.12336, -1.79165, 0.81569], [0.30842, -1.74109, 0.31745], [-3.93889, 0.80522, 0.48920], [0.36450, 3.63320, 2.94493], [0.52155, -1.66895, -3.35161], [1.66621, -3.66098, -4.14910], [1.67276, 0.44471, 3.32989], [-2.58617, -0.08256, -1.37056], [1.37243, 1.53916, 2.29424], [-5.22683, 0.70109, 1.25326], [2.49493, -2.64895, 0.88524], [-2.79437, -1.05372, -2.53736], [2.87330, -4.54445, -3.82402], [3.30976, -3.28233, 2.00459], [0.75739, 4.87118, 3.78512], [-0.40189, 1.29571, -0.19020], [0.46528, 4.48802, -0.08764], [-1.35784, -2.82165, 1.08447], [1.58920, -0.58016, 2.96832], [2.64946, 0.55485, 3.80110], [1.91532, -3.14312, -5.07532], [-2.44655, 0.88711, -1.84841], [3.06411, -5.03563, -2.86985], [-1.40433, -1.04954, 1.56296], [0.64143, -0.72703, 0.09636], [-1.76415, -1.49563, -0.01489], [-1.68993, -0.36948, -0.82053], [2.08705, 1.45684, 1.47532], [-2.07241, -0.77530, -3.30504], [-2.51124, -2.06620, -2.24957], [2.77685, -5.40661, -4.48394], [0.42646, 1.28908, 1.81392], [3.80123, -4.04114, -4.09556], [0.80021, -4.27388, -4.39909], [0.27880, -2.27287, -0.63357], [-3.77881, -1.07268, -3.00494], [0.83404, 0.48199, 4.02506]],
  "charge": 2,
  "e_lumo_ev": -9.464,
  "orbital_gap_ev": 6.896
}

Which of them is most stable, and which least? Most stable: i; least stable: ii.